Record 1
DFT (ωB97M-V/def2-TZVPD) results for an isolated molecule of C2H4ClP at a distorted geometry.

Last column: Mulliken charge in e.
Atoms and positions in Å:
Cl1 2.21 1.39 -0.13  -0.31
P1 1.24 -0.67 -0.02  0.22
C1 -0.36 -0.18 0.82  -0.51
C2 -0.40 -0.22 -0.77  -0.52
H1 -0.45 0.83 1.42  0.22
H2 -0.78 -0.90 1.42  0.33
H3 -0.93 -0.93 -1.31  0.32
H4 -0.54 0.68 -1.44  0.24

Values from the calculation:
Electronic energy = -23949.0873 eV
HOMO = -9.99 eV
SMILES string = ClP1CC1
Frontier orbital gap = 10.0962 eV


Record 2
DFT (ωB97M-V/def2-TZVPD) results for a cluster of 2 separate species, C2H4ClPS3 in total at a distorted geometry.

Last column: Mulliken charge in e.
Atoms and positions in Å:
C1 -1.00 0.67 -0.68  -0.47
C2 -0.94 -0.16 0.60  -0.36
P1 1.80 0.25 0.03  0.57
S1 3.66 0.88 -0.08  -0.21
S2 0.61 0.52 -1.62  -0.02
S3 0.47 0.60 1.55  -0.01
Cl1 0.85 -3.27 0.37  -0.63
H1 -1.59 0.20 -1.41  0.36
H2 -1.23 1.79 -0.57  0.33
H3 -1.89 -0.16 1.31  0.33
H4 -0.73 -1.32 0.49  0.12

Values from the calculation:
Electronic energy = -56454.5316 eV
HOMO (alpha / beta) = -8.53 / -8.39 eV
Frontier orbital gap (alpha / beta) = 5.3880 / 5.2022 eV


Record 3
DFT (ωB97M-V/def2-TZVPD) results for a structure of composition C2H4CsO3 at a distorted geometry.

Last column: Mulliken charge in e.
Atoms and positions in Å:
O1 0.27 -1.81 -0.01  -0.47
C1 -0.41 -0.83 -0.08  0.63
Cs1 -1.68 1.73 -2.99  1.00
O2 0.02 0.42 0.08  -0.30
O3 -1.57 -0.76 -0.76  -0.41
H1 -2.16 -1.48 -0.50  0.33
C2 1.17 0.63 0.92  -0.62
H2 1.52 1.63 0.64  0.22
H3 0.83 0.55 1.96  0.29
H4 2.00 -0.06 0.75  0.33

Values from the calculation:
Electronic energy = -8823.9761 eV
HOMO = -14.24 eV
Total charge = +1
Frontier orbital gap = 10.4217 eV


Record 4
DFT (ωB97M-V/def2-TZVPD) results for an isolated molecule of C2H4F2N2O2 at a distorted geometry.

Last column: Mulliken charge in e.
Atoms and positions in Å:
N1 2.21 -0.32 -0.55  -0.84
N2 0.84 0.01 -0.38  0.11
C1 0.08 -0.21 0.66  0.41
O1 0.51 -0.68 1.68  -0.64
C2 -1.35 0.15 0.29  0.82
O2 -1.68 -0.43 -0.82  -0.48
F1 -2.22 -0.22 1.35  -0.30
F2 -1.47 1.51 0.24  -0.27
H1 2.64 0.64 -0.36  0.27
H2 2.48 -0.93 0.27  0.31
H3 0.49 0.45 -1.18  0.23
H4 -2.51 0.02 -1.21  0.36

Values from the calculation:
Electronic energy = -14648.2005 eV
HOMO = -9.72 eV
SMILES string = NNC(=O)C(O)(F)F
Frontier orbital gap = 10.1390 eV


Record 5
DFT (ωB97M-V/def2-TZVPD) results for a cluster of 2 separate species, C2H4F2S2 in total at a distorted geometry.

Last column: Mulliken charge in e.
Atoms and positions in Å:
C1 0.97 3.66 -1.18  -0.63
C2 -0.63 -3.09 1.12  0.25
F1 -0.61 -3.65 -0.15  -0.23
F2 -0.05 -3.93 2.01  -0.22
S1 0.85 2.18 -0.68  0.05
S2 -0.90 1.32 -0.79  -0.05
H1 1.88 4.11 -1.38  0.31
H2 -0.06 -2.05 1.09  0.04
H3 0.16 4.28 -1.43  0.32
H4 -1.61 -2.82 1.38  0.16

Values from the calculation:
Electronic energy = -29240.0713 eV
HOMO (alpha / beta) = -6.85 / -9.29 eV
Frontier orbital gap (alpha / beta) = 7.4115 / 6.1355 eV
⟨S²⟩ = 2.009
Spin multiplicity = 3


Record 6
DFT (ωB97M-V/def2-TZVPD) results for a cluster of 2 separate species, C2H4F2Si in total at a distorted geometry.

Last column: Mulliken charge in e.
Atoms and positions in Å:
C1 0.42 -0.52 1.09  -0.69
C2 -0.73 -0.09 1.46  0.65
F1 -1.26 0.06 2.66  -0.19
F2 -1.57 0.56 0.60  -0.20
Si1 0.59 0.20 -1.95  0.25
H1 1.14 -1.06 1.55  0.40
H2 1.62 1.03 -1.35  -0.06
H3 -0.59 1.02 -2.03  -0.10
H4 0.38 -1.19 -2.03  -0.07

Values from the calculation:
Electronic energy = -15444.8457 eV
HOMO (alpha / beta) = -6.91 / -10.59 eV
Frontier orbital gap (alpha / beta) = 7.8329 / 8.2873 eV
⟨S²⟩ = 2.011
Spin multiplicity = 3